No. 1
C8H22BrN2O2 | ωB97M-V/def2-TZVPD

The calculation puts the energy relative to the best compared isomer or geometry (same formula, charge and spin) at 1.4256 eV. The total energy comes out at -3151.73072 Ha. The multiplicity is 1. As for the frontier orbital gap: 0.2791 Eh. The calculation puts the LUMO energy at -0.0939 Ha. For the highest occupied orbital energy, the calculation gives -10.2 eV. The charge is +1.

```
35
Properties=species:S:1:pos:R:3:forces:R:3
Br 1.42500 0.55545 0.88581 0.0 0.3 0.4
C 4.70496 2.48491 2.83939 -0.8 0.5 0.5
C 3.73228 1.79967 3.77373 2.4 -3.9 1.2
O 4.02287 0.77074 4.39806 -2.0 3.9 -1.9
N 2.36435 2.47114 3.96583 0.7 -0.5 1.5
H 2.42946 3.39407 3.56078 -0.1 0.5 0.1
H 1.63070 2.00166 3.45450 -0.4 -0.9 -0.8
C 2.08156 2.47897 5.46043 -0.4 0.3 0.3
H 4.51954 2.11590 1.83066 0.1 -0.1 -0.1
H 5.73048 2.32435 3.17199 -0.2 -0.4 -0.1
H 4.53519 3.56159 2.83192 -0.1 0.1 -0.1
H 1.14727 2.97122 5.73040 0.1 0.4 -0.6
H 2.91932 2.99148 5.93328 -0.2 -0.2 0.1
H 1.93226 1.47378 5.85464 0.6 -0.1 -0.5
C -0.29033 -1.82398 -1.74457 0.3 -0.5 0.6
N -1.58701 -1.37625 -2.35268 0.4 1.7 -1.2
C -2.09979 -0.27080 -1.40136 -0.8 -1.0 -0.3
C -1.18575 -0.68250 -3.70692 0.1 -0.5 1.0
C -2.55586 -2.59248 -2.49561 -0.1 0.9 0.8
C -3.99205 -2.22714 -2.95314 0.3 -0.3 1.2
O -3.96576 -1.67118 -4.21134 0.1 0.8 -1.1
H -0.51906 -2.33674 -0.81030 0.0 -0.7 -0.4
H 0.36513 -1.04884 -1.34755 -0.5 0.9 -0.4
H 0.31818 -2.36121 -2.47204 -0.4 -0.5 0.2
H -3.04547 0.14009 -1.75484 0.1 -0.2 -0.3
H -1.38522 0.54311 -1.27869 0.3 -0.4 -0.2
H -2.29392 -0.76601 -0.44994 0.2 0.2 0.1
H -0.26980 -0.15967 -3.43166 -0.3 0.4 -0.2
H -1.96467 -0.03574 -4.11074 0.0 -0.2 0.4
H -0.90334 -1.41914 -4.45906 -0.3 -0.3 0.3
H -2.50753 -2.98232 -1.47885 -0.4 -0.3 -0.1
H -2.11546 -3.32491 -3.17214 0.3 0.3 0.0
H -4.48458 -1.56135 -2.24445 0.3 0.5 -0.1
H -4.70359 -3.05281 -2.96279 0.6 -0.7 0.3
H -3.98934 -2.38508 -4.85274 -0.1 0.1 -0.2
```
Forces are in eV/Å.

No. 2
C19H17HgO4P | ωB97M-V/def2-TZVPD

The calculation puts the energy relative to the best compared isomer or geometry (same formula, charge and spin) at 0.0000 eV. The total energy comes out at -1529.25863 Ha. The multiplicity is 1. As for the frontier orbital gap: 0.2990 Eh. The calculation puts the LUMO energy at -0.2572 Ha. For the highest occupied orbital energy, the calculation gives -15.1 eV. The charge is +2.

```
42
Properties=species:S:1:pos:R:3:forces:R:3
Hg -1.42171 -1.32660 0.94803 0.7 0.6 0.2
C -0.35908 -0.05183 3.13411 0.3 0.3 0.5
O 0.20859 0.57313 3.87199 -0.3 -0.4 -0.2
C -2.41987 -2.60713 3.47848 -1.1 -1.5 2.8
O -2.81994 -3.13301 4.41278 1.1 1.5 -2.6
C 0.29905 -3.00149 1.33968 2.7 -2.4 0.8
O 1.20336 -3.68733 1.43741 -2.3 1.6 -0.3
C -3.42334 0.07343 1.51230 -1.8 1.6 0.6
O -4.21959 0.86536 1.64127 1.2 -1.3 -0.2
C -2.46317 -2.45385 -0.66795 -1.3 -1.7 1.6
H -2.94425 -1.54162 -1.05254 -0.1 -0.9 -0.2
H -1.49461 -2.74106 -1.10967 -0.9 -0.2 -0.2
C -3.01948 -3.17444 0.42700 1.1 1.4 -1.8
H -2.52491 -4.05079 0.85712 -0.2 0.2 -0.4
H -3.94736 -2.86373 0.91661 0.2 -0.1 -0.5
C -1.26243 1.78322 -0.01076 0.9 0.7 -0.3
P -0.20027 0.37203 -0.35775 -0.4 -0.5 1.1
C 0.18585 0.55876 -2.08540 0.6 0.3 0.2
C -0.81732 0.95955 -2.98555 0.2 -0.1 0.0
C -0.41622 1.48080 -4.21780 0.0 -0.3 0.4
C 0.95147 1.59554 -4.50369 0.0 0.0 -0.2
C 1.93251 1.21995 -3.58404 0.3 -0.3 0.3
C 1.56886 0.69347 -2.34790 -0.9 0.0 -0.1
C 1.25865 0.52609 0.68392 -0.3 0.2 -0.4
C 2.16009 -0.53519 0.81232 -0.1 -0.4 -0.2
C 3.30159 -0.36040 1.58160 0.2 0.0 0.1
C 3.52524 0.86841 2.21676 0.1 0.0 0.1
C 2.58908 1.89652 2.10552 0.3 0.6 0.4
C 1.44057 1.72864 1.35908 -0.4 0.3 -0.6
H -2.19183 1.68486 -0.59382 0.3 0.2 0.4
H -0.60003 2.55181 -0.47792 -1.1 0.2 0.5
H -1.40044 1.95915 1.08142 -0.1 -0.1 -0.9
H -1.88296 0.89324 -2.69642 0.7 0.0 -0.4
H -1.17895 1.77902 -4.93616 0.3 0.0 0.1
H 1.26314 1.98725 -5.47370 -0.1 -0.1 0.3
H 3.00506 1.30327 -3.78515 -0.5 0.2 -0.2
H 2.28419 0.43264 -1.55005 -0.2 0.2 -0.9
H 1.96756 -1.50341 0.30054 0.3 0.9 0.2
H 4.02554 -1.17754 1.66078 -0.2 0.4 0.1
H 4.43240 1.02765 2.81258 -0.4 -0.1 -0.3
H 2.73470 2.87197 2.58600 0.2 -0.6 0.0
H 0.67023 2.52365 1.25900 1.0 -0.5 0.2
```
Forces are in eV/Å.

Repeat the second record exactly.
C19H17HgO4P | ωB97M-V/def2-TZVPD

The calculation puts the energy relative to the best compared isomer or geometry (same formula, charge and spin) at 0.0000 eV. The total energy comes out at -1529.25863 Ha. The multiplicity is 1. As for the frontier orbital gap: 0.2990 Eh. The calculation puts the LUMO energy at -0.2572 Ha. For the highest occupied orbital energy, the calculation gives -15.1 eV. The charge is +2.

```
42
Properties=species:S:1:pos:R:3:forces:R:3
Hg -1.42171 -1.32660 0.94803 0.7 0.6 0.2
C -0.35908 -0.05183 3.13411 0.3 0.3 0.5
O 0.20859 0.57313 3.87199 -0.3 -0.4 -0.2
C -2.41987 -2.60713 3.47848 -1.1 -1.5 2.8
O -2.81994 -3.13301 4.41278 1.1 1.5 -2.6
C 0.29905 -3.00149 1.33968 2.7 -2.4 0.8
O 1.20336 -3.68733 1.43741 -2.3 1.6 -0.3
C -3.42334 0.07343 1.51230 -1.8 1.6 0.6
O -4.21959 0.86536 1.64127 1.2 -1.3 -0.2
C -2.46317 -2.45385 -0.66795 -1.3 -1.7 1.6
H -2.94425 -1.54162 -1.05254 -0.1 -0.9 -0.2
H -1.49461 -2.74106 -1.10967 -0.9 -0.2 -0.2
C -3.01948 -3.17444 0.42700 1.1 1.4 -1.8
H -2.52491 -4.05079 0.85712 -0.2 0.2 -0.4
H -3.94736 -2.86373 0.91661 0.2 -0.1 -0.5
C -1.26243 1.78322 -0.01076 0.9 0.7 -0.3
P -0.20027 0.37203 -0.35775 -0.4 -0.5 1.1
C 0.18585 0.55876 -2.08540 0.6 0.3 0.2
C -0.81732 0.95955 -2.98555 0.2 -0.1 0.0
C -0.41622 1.48080 -4.21780 0.0 -0.3 0.4
C 0.95147 1.59554 -4.50369 0.0 0.0 -0.2
C 1.93251 1.21995 -3.58404 0.3 -0.3 0.3
C 1.56886 0.69347 -2.34790 -0.9 0.0 -0.1
C 1.25865 0.52609 0.68392 -0.3 0.2 -0.4
C 2.16009 -0.53519 0.81232 -0.1 -0.4 -0.2
C 3.30159 -0.36040 1.58160 0.2 0.0 0.1
C 3.52524 0.86841 2.21676 0.1 0.0 0.1
C 2.58908 1.89652 2.10552 0.3 0.6 0.4
C 1.44057 1.72864 1.35908 -0.4 0.3 -0.6
H -2.19183 1.68486 -0.59382 0.3 0.2 0.4
H -0.60003 2.55181 -0.47792 -1.1 0.2 0.5
H -1.40044 1.95915 1.08142 -0.1 -0.1 -0.9
H -1.88296 0.89324 -2.69642 0.7 0.0 -0.4
H -1.17895 1.77902 -4.93616 0.3 0.0 0.1
H 1.26314 1.98725 -5.47370 -0.1 -0.1 0.3
H 3.00506 1.30327 -3.78515 -0.5 0.2 -0.2
H 2.28419 0.43264 -1.55005 -0.2 0.2 -0.9
H 1.96756 -1.50341 0.30054 0.3 0.9 0.2
H 4.02554 -1.17754 1.66078 -0.2 0.4 0.1
H 4.43240 1.02765 2.81258 -0.4 -0.1 -0.3
H 2.73470 2.87197 2.58600 0.2 -0.6 0.0
H 0.67023 2.52365 1.25900 1.0 -0.5 0.2
```
Forces are in eV/Å.